Version a
ORCA calculation (the ωB97M-V functional and the def2-TZVPD basis) on the molecule C3H6O4S.

## Properties
HOMO energy: -10.661 eV
2S+1: 1
Kohn-Sham gap: 9.91 eV

Atoms and positions in Å:
C 0.291 -0.811 -0.643
C 1.411 0.978 0.487
C 1.604 -0.464 -0.101
O -3.030 -0.412 -1.381
O -2.547 -1.093 0.928
O -0.707 -0.105 -0.368
O -2.805 1.299 0.399
S -2.624 -0.030 -0.008
H 0.228 -1.761 -1.073
H 1.016 1.680 -0.247
H 2.359 1.313 0.818
H 0.687 0.947 1.325
H 1.746 -1.235 0.624
H 2.370 -0.307 -0.761

natural (NBO) atomic charge list, values in e, 2 entries:
1. C 0.54
2. C -0.60


Version b
ORCA calculation (the ωB97M-V functional and the def2-TZVPD basis) on a cluster of 2 separate species, C3H6O4S in total.

## Properties
HOMO energy (spin up / spin down): -9.344 / -9.343 eV
2S+1: 1
Kohn-Sham gap (spin up / spin down): 7.71 / 7.71 eV

Atoms and positions in Å:
C -0.258 -0.124 0.766
C 1.369 -1.719 0.105
C 0.341 1.109 0.172
O -2.727 0.333 -0.140
O -2.055 -2.054 0.026
O -0.456 2.180 0.624
O 0.336 1.059 -1.230
S -1.698 -0.672 -0.107
H 0.580 -2.222 -0.439
H 1.810 -1.115 -0.556
H 1.891 -2.064 0.921
H 1.326 1.371 0.558
H -1.349 2.067 0.697
H 0.890 1.852 -1.398

natural (NBO) atomic charge list, values in e, 2 entries:
1. C -0.36
2. C -0.41


The most stable structure shown above is version a; the least stable is version b.